#P
This record from the OMol25 dataset describes a molecular structure, C7H9NO2. The level of theory is ωB97M-V/def2-TZVPD.

Geometry (Å):
C  0.069  1.537  0.044
C  1.074  1.179  -0.840
C  2.040  0.346  -0.378
C  2.010  0.094  1.021
C  1.036  0.578  1.832
C  -1.185  -0.701  -0.728
C  -2.008  -1.570  0.209
H  -0.659  2.280  -0.324
H  0.978  1.672  -1.797
H  2.789  -0.035  -1.034
H  2.828  -0.482  1.413
H  0.989  0.321  2.918
H  -1.268  -0.086  -2.470
H  -1.727  -1.423  1.303
H  -3.118  -1.460  0.011
H  -1.906  -2.650  -0.047
N  -0.020  1.269  1.351
O  -0.189  -0.067  -0.453
O  -1.734  -0.804  -2.031

Summary:
HOMO-LUMO gap: 7.775 eV

Results of the Löwdin charge analysis, in e, for atoms 1 through 6: atom 1 (C): -0.259, atom 2 (C): -0.145, atom 3 (C): -0.076, atom 4 (C): -0.087, atom 5 (C): -0.179, atom 6 (C): -0.380



#Q
This record from the OMol25 dataset describes 2 unconnected molecules or ions with the total composition C7H9NO2. The level of theory is ωB97M-V/def2-TZVPD.

Geometry (Å):
C  1.901  0.131  -2.102
C  3.320  -0.383  -1.819
C  -1.750  -0.365  0.198
C  -2.215  0.796  0.690
C  -2.293  0.987  2.129
C  -1.751  0.014  2.877
C  -1.363  -1.105  2.231
H  1.128  1.088  -3.541
H  3.326  -1.164  -0.975
H  3.608  -0.882  -2.719
H  4.085  0.413  -1.706
H  -1.515  -0.573  -0.803
H  -2.503  1.655  0.030
H  -2.554  1.916  2.505
H  -1.799  -0.021  3.904
H  -1.311  -1.876  3.028
N  -1.190  -1.368  0.939
O  0.912  0.025  -1.473
O  1.965  0.713  -3.394

Summary:
HOMO-LUMO gap: 10.065 eV
SMILES: c1ccncc1.CC(=O)O

Results of the Löwdin charge analysis, in e, for atoms 1 through 6: atom 1 (C): -0.513, atom 2 (C): 0.003, atom 3 (C): -0.175, atom 4 (C): -0.057, atom 5 (C): -0.047, atom 6 (C): -0.113



#Q is favored, and the nearest alternative lies 391.2 kJ/mol above it.



#P
This record from the OMol25 dataset describes 2 unconnected molecules or ions with the total composition C5H13NO. The level of theory is ωB97M-V/def2-TZVPD.

Geometry (Å):
C  -1.992  -1.777  -0.203
C  -1.157  -0.644  -0.828
C  -1.065  0.637  0.009
C  0.169  0.771  0.894
C  1.963  2.336  0.217
N  1.287  1.312  -0.007
H  -2.376  -1.410  0.748
H  -2.803  -2.136  -0.825
H  -1.386  -2.646  0.039
H  -0.126  -1.024  -0.883
H  -1.418  -0.421  -1.845
H  -1.275  1.563  -0.536
H  -1.912  0.649  0.698
H  0.485  -0.149  1.322
H  -0.003  1.584  1.597
H  3.048  2.382  0.084
H  1.517  3.293  0.455
H  2.201  -0.679  -0.399
H  2.123  -2.151  -0.082
O  2.720  -1.488  -0.453

Summary:
HOMO-LUMO gap (alpha / beta): 9.048 / 6.614 eV
⟨S²⟩: 0.7577
Spin multiplicity: 2
Net charge: +1

Results of the Löwdin charge analysis, in e, for atoms 1 through 6: atom 1 (C): -0.072, atom 2 (C): -0.226, atom 3 (C): -0.196, atom 4 (C): -0.080, atom 5 (C): 0.167, atom 6 (N): 0.192



#Q
This record from the OMol25 dataset describes a gas-phase ion, C5H13NO (charge +1). The level of theory is ωB97M-V/def2-TZVPD.

Geometry (Å):
C  -0.107  -0.919  -1.947
N  0.346  0.078  -0.987
C  -0.570  0.557  0.032
C  0.236  1.296  1.132
C  -0.657  1.687  2.289
O  1.119  0.297  1.689
C  0.547  -2.264  -1.491
H  -1.185  -1.008  -1.834
H  0.104  -0.587  -2.960
H  0.857  0.836  -1.442
H  -1.061  -0.299  0.496
H  -1.302  1.178  -0.504
H  0.860  2.063  0.669
H  -1.554  1.066  2.355
H  -0.895  2.745  2.324
H  -0.169  1.382  3.208
H  1.416  -0.278  1.043
H  0.925  -2.874  -2.304
H  1.331  -2.111  -0.756
H  -0.240  -2.847  -1.014

Summary:
HOMO-LUMO gap (alpha / beta): 11.680 / 6.705 eV
⟨S²⟩: 0.7542
Spin multiplicity: 2
Net charge: +1

Results of the Löwdin charge analysis, in e, for atoms 1 through 6: atom 1 (C): -0.153, atom 2 (N): 0.131, atom 3 (C): -0.092, atom 4 (C): -0.360, atom 5 (C): -0.017, atom 6 (O): 0.004



#R
This record from the OMol25 dataset describes a gas-phase ion, C5H13NO (charge +1). The level of theory is ωB97M-V/def2-TZVPD.

Geometry (Å):
C  -0.394  -0.257  -0.804
C  -0.181  1.249  -0.939
C  1.234  1.599  -1.381
O  -0.921  1.663  -2.106
C  0.508  -0.914  0.282
N  -0.318  -1.715  1.155
C  -0.924  -1.110  2.364
H  -1.447  -0.520  -0.827
H  0.091  -0.744  -1.663
H  -0.349  1.738  0.019
H  1.317  2.658  -1.604
H  1.706  0.982  -2.145
H  1.875  1.491  -0.482
H  -1.806  1.227  -2.146
H  1.151  -0.293  0.934
H  1.336  -1.452  -0.180
H  0.118  -2.602  1.420
H  -0.404  -0.155  2.467
H  -2.009  -1.216  2.363
H  -0.585  -1.629  3.273

Summary:
HOMO-LUMO gap (alpha / beta): 10.733 / 5.872 eV
⟨S²⟩: 0.7542
Spin multiplicity: 2
Net charge: +1

Results of the Löwdin charge analysis, in e, for atoms 1 through 6: atom 1 (C): -0.102, atom 2 (C): -0.419, atom 3 (C): -0.044, atom 4 (O): -0.033, atom 5 (C): -0.151, atom 6 (N): 0.125



#Q is favored, and the nearest alternative lies 61.8 kJ/mol above it.



#P
This record from the OMol25 dataset describes 2 unconnected molecules or ions with the total composition C5H13NO. The level of theory is ωB97M-V/def2-TZVPD.

Geometry (Å):
C  -2.450  0.222  0.168
C  -1.371  1.279  0.327
C  0.083  0.613  0.446
C  0.738  0.163  -0.626
N  1.582  -0.969  -0.494
C  0.323  0.147  1.861
H  -3.433  0.690  0.243
H  -2.299  -0.673  0.838
H  -2.391  -0.186  -0.983
H  -1.489  1.624  1.374
H  -1.603  2.077  -0.424
H  0.637  0.573  -1.678
H  2.205  -0.850  0.285
H  0.992  -1.647  0.014
H  -0.588  0.475  2.328
H  0.441  -0.908  1.869
H  1.091  0.602  2.484
H  3.196  -0.643  -2.668
H  2.008  -1.499  -2.270
O  2.329  -1.090  -3.093

Summary:
HOMO-LUMO gap (alpha / beta): 9.352 / 5.520 eV
⟨S²⟩: 0.7531
Spin multiplicity: 2
Net charge: +1

Results of the Löwdin charge analysis, in e, for atoms 1 through 6: atom 1 (C): -0.095, atom 2 (C): -0.172, atom 3 (C): -0.098, atom 4 (C): 0.011, atom 5 (N): 0.071, atom 6 (C): 0.018



#Q
This record from the OMol25 dataset describes 2 unconnected molecules or ions with the total composition C5H13NO. The level of theory is ωB97M-V/def2-TZVPD.

Geometry (Å):
C  -2.167  -0.677  -0.798
C  -0.997  -1.676  -0.576
N  0.814  0.016  1.123
C  1.049  -0.030  -0.289
C  0.374  -1.056  -0.937
C  2.239  0.731  -0.980
H  -2.179  0.068  0.015
H  -3.183  -1.208  -0.883
H  -1.998  -0.103  -1.680
H  -0.863  -2.071  0.501
H  -1.188  -2.659  -1.163
H  1.696  0.093  1.657
H  0.537  -0.936  1.589
H  0.607  -1.217  -1.926
H  3.294  0.530  -0.497
H  2.063  1.737  -0.918
H  2.186  0.415  -2.058
H  -0.305  1.630  1.850
H  -1.537  2.207  1.192
O  -0.977  2.207  1.993

Summary:
HOMO-LUMO gap (alpha / beta): 10.118 / 6.780 eV
⟨S²⟩: 0.7575
Spin multiplicity: 2
Net charge: +1

Results of the Löwdin charge analysis, in e, for atoms 1 through 6: atom 1 (C): -0.068, atom 2 (C): -0.200, atom 3 (N): 0.157, atom 4 (C): -0.190, atom 5 (C): 0.063, atom 6 (C): 0.029



#R
This record from the OMol25 dataset describes a gas-phase ion, C5H13NO (charge +1). The level of theory is ωB97M-V/def2-TZVPD.

Geometry (Å):
C  2.314  -0.245  1.046
O  2.690  -0.490  2.329
C  0.751  -0.396  0.810
C  0.398  -0.047  -0.603
C  -0.577  1.046  -0.690
C  -1.796  0.330  -1.400
N  -2.671  -0.651  -0.587
H  2.854  -0.925  0.468
H  2.636  0.834  0.899
H  2.062  -0.527  3.051
H  0.263  0.239  1.587
H  0.332  -1.231  1.003
H  0.068  -0.935  -1.076
H  1.341  -0.151  -1.224
H  -0.001  1.870  -1.316
H  -0.797  1.395  0.336
H  -1.317  -0.171  -2.351
H  -2.495  0.994  -1.804
H  -3.631  -0.571  -0.847
H  -2.424  -0.368  0.370

Summary:
HOMO-LUMO gap (alpha / beta): 9.311 / 3.635 eV
⟨S²⟩: 0.7547
Spin multiplicity: 2
Net charge: +1

Results of the Löwdin charge analysis, in e, for atoms 1 through 6: atom 1 (C): -0.255, atom 2 (O): -0.046, atom 3 (C): -0.161, atom 4 (C): -0.284, atom 5 (C): -0.152, atom 6 (C): -0.113



#S
This record from the OMol25 dataset describes a gas-phase ion, C5H13NO (charge +1). The level of theory is ωB97M-V/def2-TZVPD.

Geometry (Å):
C  -2.014  0.816  0.155
O  -2.827  1.718  0.914
C  -0.540  1.288  0.106
C  0.474  0.353  0.767
C  0.464  -1.132  0.340
C  0.957  -1.334  -1.111
N  2.308  -1.092  -1.295
H  -2.214  -0.164  0.579
H  -2.403  0.952  -0.853
H  -2.435  1.881  1.777
H  -0.268  1.434  -0.937
H  -0.512  2.238  0.631
H  1.462  0.805  0.677
H  0.283  0.335  1.844
H  1.148  -1.591  1.058
H  -0.505  -1.567  0.552
H  0.699  -2.383  -1.307
H  0.372  -0.860  -1.899
H  2.611  -0.115  -1.341
H  2.939  -1.583  -0.656

Summary:
HOMO-LUMO gap (alpha / beta): 9.871 / 4.406 eV
⟨S²⟩: 0.7548
Spin multiplicity: 2
Net charge: +1

Results of the Löwdin charge analysis, in e, for atoms 1 through 6: atom 1 (C): -0.232, atom 2 (O): -0.067, atom 3 (C): -0.165, atom 4 (C): -0.200, atom 5 (C): -0.123, atom 6 (C): -0.186



#S is favored, and the nearest alternative lies 10.3 kJ/mol above it.



#P
This record from the OMol25 dataset describes a gas-phase ion, C5H13NO (charge +1). The level of theory is ωB97M-V/def2-TZVPD.

Geometry (Å):
C  0.251  -0.339  -2.167
N  -0.363  0.400  -1.105
C  -0.842  -0.045  0.150
C  0.494  -0.070  1.095
C  1.339  -1.246  0.925
O  1.339  1.049  0.782
C  -1.827  0.974  0.775
H  1.344  -0.324  -2.050
H  0.022  -1.402  -2.187
H  0.001  0.099  -3.133
H  -0.040  1.366  -1.160
H  -1.250  -1.043  0.042
H  0.138  0.011  2.128
H  0.886  -2.211  1.167
H  1.671  -1.328  -0.123
H  2.309  -1.257  1.423
H  0.857  1.891  0.890
H  -1.382  1.959  0.840
H  -2.299  0.558  1.658
H  -2.649  0.958  0.049

Summary:
HOMO-LUMO gap (alpha / beta): 11.929 / 7.865 eV
⟨S²⟩: 0.7549
Spin multiplicity: 2
Net charge: +1

Results of the Löwdin charge analysis, in e, for atoms 1 through 6: atom 1 (C): -0.002, atom 2 (N): 0.107, atom 3 (C): -0.256, atom 4 (C): -0.340, atom 5 (C): -0.039, atom 6 (O): -0.019



#Q
This record from the OMol25 dataset describes 2 unconnected molecules or ions with the total composition C5H13NO. The level of theory is ωB97M-V/def2-TZVPD.

Geometry (Å):
C  -0.749  -1.962  0.836
C  0.633  -1.424  1.280
C  -1.785  -1.016  0.255
H  -0.628  -2.855  0.191
H  -1.149  -2.498  1.709
H  1.085  -2.174  1.940
H  -1.238  -0.447  -0.571
H  0.603  -0.428  1.733
H  1.174  -1.381  0.326
H  -2.640  -1.398  -0.316
H  -2.160  -0.383  1.035
C  0.065  2.513  -0.482
C  1.285  1.958  -1.141
O  2.310  2.556  -1.356
N  1.264  0.597  -1.501
H  -0.920  2.043  -0.426
H  -0.121  3.507  -0.907
H  2.105  0.174  -1.899
H  0.565  -0.119  -1.266
H  0.298  2.740  0.561

Summary:
HOMO-LUMO gap (alpha / beta): 10.161 / 4.734 eV
⟨S²⟩: 0.7707
Spin multiplicity: 2
Net charge: +1

Results of the Löwdin charge analysis, in e, for atoms 1 through 6: atom 1 (C): -0.330, atom 2 (C): -0.104, atom 3 (C): -0.108, atom 4 (H): 0.111, atom 5 (H): 0.103, atom 6 (H): 0.085



#P is favored, and the nearest alternative lies 126.6 kJ/mol above it.